[1]
{
  "formula": "C3H4ClFN2O",
  "method": "wB97M-V/def2-TZVPD",
  "homo_lumo_gap_ev": 8.53,
  "energy_ha": -861.3528,
  "smiles": "O/N=C\\N/C=C(\\F)Cl",
  "symbols": ["C", "C", "C", "H", "H", "H", "H", "N", "N", "O", "F", "Cl"],
  "positions_angstrom": [[2.1763, 0.8276, -0.0343], [0.0107, -0.0039, 0.3804], [-1.3623, 0.2020, -0.0564], [3.6500, -1.7653, -0.6489], [2.6738, 1.7538, 0.0758], [0.5326, 1.9308, 0.5018], [0.2717, -1.1036, 0.1701], [3.1016, -0.0244, -0.2267], [0.9213, 0.9499, 0.4133], [2.7247, -1.3272, -0.0504], [-1.9929, 1.4525, -0.3581], [-2.5940, -0.9355, 0.0284]],
  "atomic_forces_ev_per_a": [[2.81, 1.69, 0.75], [-6.87, -3.26, -3.26], [2.83, 1.51, 1.06], [-4.57, 1.28, 3.00], [0.29, 1.36, -0.62], [0.98, -1.73, -0.25], [0.02, 1.88, 1.12], [-0.77, 0.55, 0.05], [-0.92, 2.47, 0.60], [4.44, -3.34, -3.32], [1.96, -1.58, 0.87], [-0.19, -0.82, 0.02]],
  "nbo_charge": [0.1799, -0.0914, 0.2191, 0.4828, 0.1843, 0.4255, 0.2606, -0.1900, -0.5972, -0.5689, -0.3571, 0.0524]
}


[2]
{
  "formula": "C27H53AlBr3FLiN4O11S",
  "method": "wB97M-V/def2-TZVPD",
  "homo_lumo_gap_ev": 1.46,
  "energy_ha": -10576.5256,
  "charge": 1,
  "symbols": ["C", "C", "C", "C", "C", "C", "C", "C", "C", "O", "C", "H", "H", "H", "H", "H", "H", "H", "H", "H", "H", "H", "H", "H", "H", "H", "H", "H", "H", "H", "H", "H", "C", "C", "O", "C", "O", "O", "C", "H", "H", "H", "H", "H", "H", "H", "H", "Al", "C", "Br", "Br", "Br", "H", "C", "C", "C", "S", "O", "O", "C", "H", "H", "H", "H", "H", "H", "H", "H", "N", "O", "O", "O", "N", "C", "C", "C", "C", "H", "H", "H", "H", "H", "F", "Li", "C", "O", "N", "N", "H", "H", "H", "H", "C", "C", "O", "C", "H", "H", "H", "H", "H", "H"],
  "positions_angstrom": [[1.5986, -4.1754, 2.9423], [1.9739, -2.8335, 3.3836], [0.8647, -1.7715, 3.1743], [-0.4890, -2.1792, 3.7115], [-1.6535, -1.3165, 3.1933], [-2.7140, -2.1840, 2.5079], [-4.0461, -1.4659, 2.3594], [-5.0529, -1.6481, 3.4932], [-5.3635, -3.0883, 3.8367], [-5.4215, -3.8619, 2.6685], [-5.2616, -5.2276, 2.9424], [1.9295, -4.9965, 3.5645], [1.7054, -4.3803, 1.8844], [2.8789, -2.4835, 2.8790], [2.2176, -2.8300, 4.4434], [1.1729, -0.9070, 3.7547], [0.8336, -1.4522, 2.1392], [-0.7487, -3.2298, 3.4925], [-0.4350, -2.0973, 4.8212], [-2.1319, -0.7805, 4.0110], [-1.2531, -0.5925, 2.4938], [-2.8339, -3.1157, 3.0695], [-2.3596, -2.4659, 1.5219], [-3.8677, -0.4028, 2.2283], [-4.5096, -1.7987, 1.4403], [-5.9619, -1.2011, 3.1060], [-4.7927, -1.0935, 4.3912], [-6.2869, -3.1419, 4.4157], [-4.5682, -3.5015, 4.4810], [-6.0459, -5.6031, 3.6016], [-5.3044, -5.7897, 2.0200], [-4.2863, -5.4287, 3.3990], [3.7025, 1.0061, -3.2316], [3.1182, -0.1643, -2.4764], [3.1580, 0.0307, -1.0398], [2.2572, 0.8480, -0.5303], [1.3947, 1.4485, -1.1108], [2.4383, 0.8559, 0.8081], [1.5699, 1.7220, 1.5275], [4.7137, 1.2184, -2.8802], [3.7285, 0.7841, -4.2854], [3.1072, 1.9080, -3.0786], [3.7102, -1.0555, -2.6667], [2.0982, -0.3768, -2.7911], [0.5284, 1.5155, 1.2813], [1.7914, 2.7709, 1.3404], [1.7359, 1.5096, 2.5838], [-1.4661, -3.4201, 5.7839], [-8.1044, 0.3510, 0.6868], [-7.9730, 0.8026, -1.1339], [-9.8937, 0.7026, 1.4527], [-7.4909, -1.4421, 1.0037], [-7.4203, 1.0073, 1.2090], [5.9333, 4.7475, -6.3965], [5.4794, 4.3673, -7.8125], [5.1281, 2.8738, -7.7960], [4.6122, 2.4995, -6.1160], [5.5736, 1.5948, -5.5401], [3.1983, 2.2294, -6.1032], [4.9041, 4.1349, -5.4514], [5.9987, 5.8269, -6.2685], [6.9201, 4.3239, -6.1979], [4.5963, 4.9506, -8.0800], [6.2481, 4.5802, -8.5537], [4.3142, 2.6349, -8.4753], [5.9930, 2.2535, -8.0218], [5.2504, 4.0523, -4.4238], [3.9605, 4.6785, -5.4876], [2.8417, -2.7353, -4.9906], [2.1532, -1.7115, -4.9776], [2.3634, -3.7964, -5.3943], [4.0076, -2.6974, -4.5835], [3.2426, 0.6306, 5.5396], [2.2821, 1.1722, 6.3534], [2.7795, 1.1917, 7.6291], [4.0912, 0.6464, 7.5812], [4.3493, 0.3120, 6.2791], [3.1531, 0.4928, 4.5495], [1.3349, 1.4969, 5.9557], [2.2636, 1.5601, 8.4997], [4.7681, 0.5178, 8.4085], [5.2193, -0.1221, 5.8174], [-5.3980, 1.6855, -1.1485], [-12.3514, 0.5405, 2.4887], [-1.7023, 2.5651, 0.0171], [-1.2657, 3.6174, 0.4745], [-0.9090, 1.4699, -0.1991], [-3.0061, 2.3764, -0.3165], [-1.2598, 0.6096, -0.5790], [0.0666, 1.5445, 0.0206], [-3.6561, 3.1273, -0.1868], [-3.3618, 1.5144, -0.6935], [-0.5082, 0.7428, -4.3906], [-1.4552, 0.0336, -3.4576], [-1.0533, -0.5327, -2.4657], [-2.9215, 0.0640, -3.8080], [0.5089, 0.6432, -4.0185], [-0.5661, 0.3026, -5.3874], [-0.7648, 1.8019, -4.4444], [-3.0812, -0.4058, -4.7804], [-3.2785, 1.0945, -3.8367], [-3.4876, -0.4787, -3.0547]],
  "atomic_forces_ev_per_a": [[2.69, 0.18, -0.53], [-1.17, 0.16, 0.99], [0.74, 0.05, 0.21], [-0.49, 0.32, -0.34], [-0.15, -0.60, 0.33], [0.05, 0.39, 0.03], [0.05, -0.11, 0.04], [-0.18, 0.14, -0.55], [0.53, 0.14, 0.19], [-0.06, 0.07, -0.12], [-0.13, -0.29, 0.00], [-0.71, -0.33, 0.26], [-0.93, -0.07, -0.28], [0.10, -0.08, -0.51], [0.06, -0.16, 0.21], [0.07, 0.34, -0.12], [-0.31, -0.11, -0.27], [0.34, -0.21, -0.14], [0.53, 0.48, -0.10], [0.03, 0.28, 0.12], [-0.08, 0.34, -0.07], [-0.13, -0.20, 0.06], [0.18, -0.18, -0.16], [0.05, 0.24, -0.11], [-0.15, -0.07, -0.16], [-0.16, 0.19, 0.27], [0.15, 0.02, 0.25], [-0.18, -0.17, 0.05], [0.08, -0.06, 0.15], [-0.06, -0.02, 0.16], [-0.07, 0.05, -0.31], [0.10, 0.05, 0.16], [-0.12, 0.19, 0.76], [0.03, 0.02, -0.57], [0.03, -0.05, 0.14], [0.44, -0.49, -0.18], [1.10, 0.15, -0.26], [0.22, -0.17, 0.11], [-0.04, 0.16, 0.45], [0.07, -0.13, -0.12], [-0.03, -0.21, -0.07], [-0.11, -0.04, -0.07], [0.02, -0.03, 0.22], [-0.08, 0.07, 0.18], [0.52, 0.17, 0.99], [-0.05, 0.01, -0.12], [0.08, 0.01, 0.00], [-0.49, -0.40, 0.20], [1.39, -0.25, -1.14], [-0.34, -0.01, 0.20], [-0.85, 0.23, 0.48], [-0.49, -0.04, 0.02], [-0.28, 0.15, 0.28], [0.01, -0.08, -0.08], [-0.02, 0.02, 0.06], [0.12, 0.26, -0.31], [0.09, 0.45, -0.37], [-0.05, -0.08, -0.05], [0.01, -0.23, 0.06], [0.18, 0.30, 0.02], [0.00, 0.00, 0.01], [-0.01, 0.00, 0.03], [-0.01, -0.01, 0.02], [0.00, -0.01, -0.01], [-0.04, -0.13, 0.08], [-0.02, -0.07, 0.11], [-0.07, -0.13, 0.01], [-0.04, -0.06, 0.01], [-0.06, -0.07, 0.06], [-0.02, 0.04, -0.03], [0.02, 0.00, 0.00], [0.01, 0.00, 0.04], [-0.07, -0.12, -0.09], [-0.08, -0.11, -0.04], [-0.04, -0.05, 0.01], [0.01, -0.04, 0.01], [-0.03, -0.05, 0.02], [0.10, 0.17, -0.04], [0.03, 0.09, 0.00], [0.02, 0.03, 0.00], [0.01, 0.02, 0.00], [0.03, 0.03, 0.01], [-0.06, -0.27, 0.19], [0.46, -0.04, -0.24], [-0.73, -0.29, -0.23], [0.27, -0.01, 0.21], [-1.00, -0.12, 0.91], [0.77, 0.11, 0.38], [0.02, 0.08, -0.37], [-0.92, 0.22, -1.40], [-0.17, -0.10, -0.19], [-0.52, 0.22, -0.15], [0.16, -0.15, 0.22], [-0.06, 0.19, -0.32], [0.04, -0.25, 0.35], [0.05, -0.14, 0.23], [-0.01, 0.03, -0.04], [-0.06, 0.11, -0.04], [-0.07, -0.02, -0.11], [0.02, 0.15, -0.07], [-0.03, -0.01, -0.09], [-0.04, 0.05, 0.02]],
  "mulliken_charge": [-0.7315, -0.5969, -0.5563, -0.2661, -0.1993, -0.3978, -0.6751, -0.6119, -0.4289, -0.2352, -0.7985, 0.3069, 0.3184, 0.5033, 0.3767, 0.1356, 0.4649, 0.5037, -0.0355, 0.3625, 0.0760, 0.1516, 0.2502, 0.3585, 0.4585, 0.1172, 0.3848, 0.4635, 0.0877, 0.3258, 0.2690, 0.2307, -0.8907, -0.0035, -0.4015, 0.8680, -0.6770, -0.4157, -0.2214, 0.3847, 0.1668, 0.3849, 0.1715, 0.1799, -0.0535, 0.3968, -0.1956, 0.6421, -0.4180, 0.1391, -0.0691, -0.0018, 0.3272, -0.6048, -0.5927, -0.7642, 1.3156, -0.6657, -0.6572, -0.7188, 0.3569, 0.2999, 0.2986, 0.3220, 0.3419, 0.3558, 0.3664, 0.3958, 1.0731, -0.4194, -0.5425, -0.5069, 0.1120, -0.3238, -0.6195, -0.4085, -0.5158, 0.1443, 0.4144, 0.4184, 0.4122, 0.3952, -0.8195, 0.9371, 0.4603, -0.7463, 0.2139, -0.2469, -0.0301, 0.3931, 0.1568, 0.1154, -0.7194, 1.0080, -0.5967, -1.3939, -0.1820, 0.4055, 0.3586, 0.4336, 0.3445, 0.2995]
}


In kcal per mole, the ΔE to the lowest compared entry with this formula, charge and spin values for the records above are, in order, 79.28; 0.00.